[1]
Molecular formula: C34H38Br2Cl21FNO4P
Method: DFT, the ωB97M-V functional and the def2-TZVPD basis

## Properties
LUMO level = -0.74 eV
Energy = -16927.31122 Eh
Maximum force = 1.289 eV/A
SMILES = C=CCc1c(NCC)cc([C@@H](C)F)c2c1C(=O)c1c(cc(OCC)c([C@H](Br)[C@@H](C)Br)c1P(C)O)C2=O.ClC(Cl)Cl.ClC(Cl)Cl.ClC(Cl)Cl.ClC(Cl)Cl.ClC(Cl)Cl.ClC(Cl)Cl.ClC(Cl)Cl
HOMO level = -8.34 eV
Spin multiplicity = 1
Frontier orbital gap = 7.6 eV

Last column: Löwdin charge in e.
Atoms and positions in Å:
C  1.013  -5.575  2.663  0.00
C  1.531  -4.692  1.800  -0.16
C  0.771  -4.070  0.649  -0.12
C  1.056  -2.588  0.603  -0.07
C  2.122  -2.128  -0.180  -0.22
N  2.885  -3.066  -0.952  0.00
C  2.617  -2.988  -2.403  -0.27
C  1.576  -4.011  -2.870  -0.12
C  2.446  -0.779  -0.224  -0.05
C  1.729  0.181  0.482  -0.08
C  2.042  1.653  0.364  -0.29
C  3.512  2.013  0.214  -0.02
F  1.412  2.059  -0.852  -0.05
C  0.653  -0.260  1.252  -0.02
C  0.317  -1.622  1.307  0.00
C  -0.897  -1.980  2.136  -0.26
O  -0.913  -2.959  2.844  0.12
C  -2.040  -1.005  2.045  -0.06
C  -1.665  0.338  1.992  -0.07
C  -2.594  1.353  1.904  0.09
C  -3.935  1.017  1.823  -0.22
O  -4.860  2.020  1.720  -0.08
C  -4.719  2.806  0.525  -0.26
C  -6.013  3.583  0.294  -0.06
C  -4.354  -0.323  1.860  -0.20
C  -5.853  -0.540  1.771  -0.69
Br  -6.542  -1.329  3.419  0.75
C  -6.246  -1.316  0.484  -0.77
C  -7.454  -2.229  0.590  -0.19
Br  -6.533  0.014  -0.932  0.75
C  -3.405  -1.359  1.984  -0.20
P  -4.063  -3.107  2.005  0.90
C  -3.165  -3.811  0.549  -0.23
O  -3.472  -3.848  3.340  -0.30
C  -0.215  0.672  2.031  -0.27
O  0.206  1.615  2.663  0.13
H  0.339  -6.370  2.354  0.06
H  1.281  -5.550  3.713  0.06
H  2.562  -4.384  1.962  0.10
H  0.996  -4.522  -0.314  0.09
H  -0.285  -4.214  0.842  0.08
H  3.865  -2.828  -0.838  0.07
H  2.290  -1.990  -2.711  0.09
H  3.554  -3.202  -2.918  0.08
H  1.682  -4.233  -3.931  0.07
H  1.669  -4.916  -2.275  0.04
H  0.576  -3.587  -2.743  0.07
H  3.265  -0.468  -0.862  0.06
H  1.575  2.236  1.147  0.11
H  3.799  1.887  -0.828  0.05
H  3.657  3.047  0.519  0.09
H  4.123  1.363  0.836  0.04
H  -2.285  2.389  1.883  0.14
H  -3.897  3.517  0.646  0.08
H  -4.459  2.173  -0.325  0.10
H  -6.794  3.127  0.903  0.08
H  -6.336  3.532  -0.743  0.07
H  -5.901  4.613  0.623  0.07
H  -6.327  0.431  1.712  0.06
H  -5.396  -1.892  0.135  0.04
H  -8.288  -1.690  1.035  0.07
H  -7.173  -3.085  1.201  0.05
H  -7.731  -2.569  -0.406  0.07
H  -2.225  -4.299  0.791  0.01
H  -3.010  -2.997  -0.162  0.05
H  -3.854  -4.506  0.071  0.03
H  -2.691  -4.373  3.123  0.04
C  5.160  -6.662  -1.860  -1.53
Cl  4.286  -5.946  -3.219  0.58
Cl  6.879  -6.271  -1.948  0.52
Cl  4.474  -6.141  -0.325  0.54
H  5.055  -7.736  -1.927  0.01
C  6.738  -1.620  1.330  -1.50
Cl  7.094  -3.219  0.678  0.53
Cl  7.894  -0.426  0.739  0.52
Cl  5.082  -1.149  0.928  0.65
H  6.822  -1.665  2.408  0.02
C  5.608  0.954  -3.663  -1.55
Cl  3.917  0.502  -3.454  0.55
Cl  5.745  2.654  -4.113  0.54
Cl  6.537  0.612  -2.201  0.52
H  6.017  0.360  -4.469  -0.02
C  -0.471  5.155  -1.287  -1.53
Cl  -0.054  6.657  -2.112  0.54
Cl  0.139  5.164  0.366  0.53
Cl  -2.217  4.899  -1.312  0.55
H  0.000  4.333  -1.811  0.01
C  0.295  9.587  0.345  -1.57
Cl  -0.620  10.144  -1.056  0.51
Cl  1.986  10.075  0.219  0.52
Cl  -0.419  10.186  1.840  0.51
H  0.259  8.504  0.360  -0.03
C  -1.697  7.362  4.591  -1.55
Cl  -3.122  8.167  3.932  0.52
Cl  -0.498  7.083  3.328  0.50
Cl  -1.006  8.298  5.915  0.53
H  -2.004  6.401  4.981  0.01
C  3.333  0.784  -7.710  -1.55
Cl  3.106  0.255  -9.374  0.54
Cl  1.889  0.479  -6.748  0.52
Cl  4.743  -0.003  -6.993  0.53
H  3.516  1.851  -7.716  0.01


[2]
Molecular formula: C34H38FO18P
Method: DFT, the ωB97M-V functional and the def2-TZVPD basis

## Properties
LUMO level = -0.87 eV
Energy = -3113.92228 Eh
Maximum force = 3.125 eV/A
SMILES = O=[PH2]c1ccc2c(c1)C(=O)c1cccc(F)c1C2=O.C[C@@H]1COC(=O)O1.C[C@@H]1COC(=O)O1.C[C@@H]1COC(=O)O1.C[C@@H]1COC(=O)O1.C[C@@H]1COC(=O)O1
HOMO level = -8.80 eV
Spin multiplicity = 1
Frontier orbital gap = 7.9 eV

Last column: Löwdin charge in e.
Atoms and positions in Å:
O  0.877  3.066  -5.922  -0.48
P  1.883  1.958  -6.134  0.72
C  2.238  1.105  -4.494  -0.30
C  3.480  0.352  -4.302  -0.07
C  3.688  -0.321  -3.014  0.00
C  2.647  -0.204  -2.002  -0.05
C  1.393  0.579  -2.164  -0.03
C  1.183  1.253  -3.450  0.02
C  0.367  0.603  -0.964  -0.27
O  -0.252  1.591  -0.655  0.11
C  0.205  -0.781  -0.233  -0.04
C  -1.086  -1.270  0.272  -0.03
C  -1.103  -2.605  0.904  -0.03
C  0.140  -3.386  1.013  0.02
C  1.436  -2.896  0.542  -0.16
F  2.583  -3.659  0.651  0.03
C  1.464  -1.567  -0.086  0.01
C  2.794  -0.937  -0.618  -0.27
O  3.844  -0.979  -0.018  0.10
H  3.075  2.427  -6.754  0.01
H  1.333  0.922  -6.967  0.02
H  4.273  0.231  -5.079  0.10
H  4.589  -0.925  -2.745  0.12
H  0.275  1.863  -3.655  0.11
H  -1.982  -0.624  0.138  0.12
H  -2.074  -2.997  1.283  0.12
H  0.095  -4.408  1.465  0.11
C  -3.402  5.667  -6.742  -0.01
C  -3.629  4.235  -6.282  -0.32
C  -2.381  3.401  -6.202  -0.11
O  -2.881  2.080  -6.419  0.04
C  -4.008  2.208  -7.170  -0.55
O  -4.573  1.302  -7.701  0.15
O  -4.409  3.505  -7.238  0.09
H  -3.840  5.849  -7.724  0.09
H  -3.865  6.363  -6.041  0.08
H  -2.340  5.921  -6.778  0.09
H  -4.175  4.225  -5.333  0.16
H  -1.893  3.476  -5.231  0.14
H  -1.652  3.627  -6.985  0.13
C  -5.005  -1.299  -5.218  0.00
C  -4.485  -1.010  -3.819  -0.32
C  -3.492  0.117  -3.739  -0.10
O  -2.715  -0.240  -2.593  0.06
C  -2.772  -1.594  -2.492  -0.53
O  -2.086  -2.250  -1.773  0.15
O  -3.717  -2.110  -3.319  0.09
H  -4.662  -2.267  -5.584  0.09
H  -6.097  -1.317  -5.214  0.08
H  -4.710  -0.530  -5.931  0.06
H  -5.321  -0.851  -3.130  0.16
H  -3.972  1.085  -3.593  0.14
H  -2.827  0.175  -4.604  0.13
C  -1.262  3.900  3.470  -0.01
C  -1.390  2.465  3.960  -0.32
C  -0.101  1.696  3.981  -0.11
O  -0.542  0.350  3.808  0.06
C  -1.710  0.407  3.122  -0.53
O  -2.254  -0.537  2.634  0.14
O  -2.182  1.680  3.058  0.09
H  -1.762  4.045  2.512  0.09
H  -1.721  4.582  4.188  0.08
H  -0.218  4.207  3.372  0.08
H  -1.880  2.441  4.936  0.15
H  0.434  1.809  4.923  0.13
H  0.572  1.946  3.154  0.14
C  4.539  -2.671  2.594  -0.02
C  5.467  -1.754  3.375  -0.32
C  6.928  -1.945  3.078  -0.10
O  7.546  -1.533  4.297  0.06
C  6.644  -1.757  5.290  -0.55
O  6.895  -1.711  6.453  0.16
O  5.415  -2.041  4.780  0.08
H  4.043  -3.393  3.243  0.09
H  3.764  -2.084  2.103  0.05
H  5.066  -3.211  1.805  0.09
H  5.168  -0.710  3.240  0.16
H  7.267  -1.328  2.246  0.14
H  7.202  -2.987  2.885  0.14
C  -0.866  -3.902  7.315  -0.01
C  -0.133  -2.585  7.105  -0.32
C  0.322  -1.916  8.372  -0.10
O  0.338  -0.539  8.002  0.07
C  -0.581  -0.389  7.012  -0.53
O  -0.969  0.662  6.604  0.16
O  -1.003  -1.593  6.547  0.09
H  -1.918  -3.826  7.038  0.09
H  -0.419  -4.682  6.696  0.08
H  -0.798  -4.248  8.348  0.08
H  0.700  -2.723  6.408  0.16
H  1.315  -2.243  8.683  0.14
H  -0.373  -2.042  9.207  0.14


[3]
Molecular formula: C34H38IN4O10P2Ti
Method: DFT, the ωB97M-V functional and the def2-TZVPD basis

## Properties
LUMO level = -3.02 eV
Energy = -4119.78025 Eh
Maximum force = 0.893 eV/A
Charge = +1
HOMO level = -10.37 eV
Spin multiplicity = 1
Frontier orbital gap = 7.3 eV
Energy above the lowest of the compared OMol25 structures with the same formula, charge and spin = 0.0 kJ/mol

Last column: natural (NBO) charge in e.
Atoms and positions in Å:
Ti  1.138  -0.410  0.676  1.87
C  5.170  -2.933  0.229  -0.64
C  4.260  -2.483  1.362  -0.46
O  4.744  -2.908  2.643  -0.74
P  4.193  -0.655  1.580  2.42
O  4.068  -0.394  3.118  -0.96
O  5.606  -0.171  1.070  -0.97
O  3.115  0.099  0.855  -1.12
P  2.512  -3.055  1.095  2.37
O  2.429  -4.322  2.079  -1.00
O  2.172  -3.369  -0.298  -1.06
O  1.736  -1.900  1.776  -1.15
H  6.194  -2.618  0.416  0.24
H  4.825  -2.532  -0.724  0.25
H  5.138  -4.021  0.157  0.23
H  4.469  -3.822  2.795  0.51
H  4.444  -1.123  3.644  0.55
H  5.688  0.779  0.907  0.53
H  2.190  -5.116  1.578  0.53
C  -5.542  0.403  -1.667  -0.25
O  -5.074  0.136  -2.983  -0.50
C  -4.008  0.836  -3.455  0.31
C  -4.109  1.271  -4.779  -0.24
C  -3.102  2.004  -5.371  -0.18
C  -1.966  2.343  -4.642  -0.23
C  -1.850  1.905  -3.340  -0.20
C  -2.843  1.123  -2.742  0.03
N  -2.608  0.607  -1.426  -0.62
C  -1.422  0.019  -1.100  0.70
N  -0.831  -0.637  -2.105  -0.59
C  0.537  -0.844  -2.319  0.16
C  1.535  -0.510  -1.408  -0.51
C  2.851  -0.645  -1.880  -0.21
C  3.151  -1.135  -3.138  -0.20
C  2.133  -1.515  -4.001  -0.24
C  0.828  -1.343  -3.599  0.26
O  -0.244  -1.648  -4.403  -0.53
C  -0.302  -0.969  -5.666  -0.25
N  -0.928  0.041  0.129  -0.73
C  -1.817  0.678  1.073  0.04
C  -1.805  2.067  1.199  -0.23
C  -2.599  2.713  2.126  -0.21
C  -3.436  1.968  2.946  -0.19
C  -3.488  0.595  2.808  -0.25
C  -2.696  -0.062  1.868  0.34
O  -2.775  -1.428  1.855  -0.54
C  -3.099  -2.076  0.629  -0.25
H  -6.562  0.030  -1.631  0.21
H  -5.550  1.479  -1.471  0.18
H  -4.952  -0.111  -0.909  0.17
H  -5.015  1.021  -5.314  0.24
H  -3.212  2.332  -6.396  0.23
H  -1.184  2.945  -5.083  0.23
H  -0.971  2.150  -2.754  0.22
H  -3.113  1.020  -0.658  0.44
H  -1.380  -0.746  -2.948  0.44
H  3.674  -0.340  -1.252  0.21
H  4.183  -1.224  -3.450  0.22
H  2.338  -1.916  -4.985  0.23
H  -0.088  -1.674  -6.470  0.19
H  0.415  -0.149  -5.697  0.19
H  -1.310  -0.574  -5.788  0.20
H  -1.133  2.631  0.565  0.23
H  -2.556  3.790  2.214  0.23
H  -4.054  2.458  3.687  0.23
H  -4.137  -0.011  3.426  0.23
H  -3.513  -3.048  0.893  0.20
H  -2.214  -2.223  0.007  0.19
H  -3.860  -1.516  0.084  0.17
I  1.689  2.669  -0.377  0.33
C  1.687  3.183  1.643  -0.15
C  2.073  4.444  2.003  -0.23
C  2.006  4.841  3.351  -0.21
C  1.512  3.979  4.288  -0.16
C  1.093  2.678  3.926  -0.08
C  0.515  1.819  4.894  -0.16
C  0.070  0.579  4.550  -0.21
C  0.247  0.122  3.224  -0.16
C  0.823  0.903  2.255  -0.45
C  1.216  2.233  2.581  -0.03
H  2.416  5.145  1.255  0.23
H  2.323  5.837  3.629  0.23
H  1.425  4.282  5.323  0.22
H  0.419  2.179  5.911  0.22
H  -0.396  -0.066  5.283  0.22
H  -0.095  -0.887  2.996  0.22
N  -0.754  -3.562  1.793  -1.07
H  -0.903  -4.277  1.089  0.37
H  -1.635  -3.407  2.267  0.37
H  -0.116  -3.954  2.477  0.37


- Which of these has the highest energy?
  C34H38FO18P


- Look up the frontier orbital gap of the second one.
  7.9 eV